A cluster of 8 separate species, C54H119N5O8 in total in a non-equilibrium geometry, computed with ωB97M-V/def2-TZVPD.

```
186
Properties=species:S:1:pos:R:3:forces:R:3
C -4.8608 1.3276 4.1938 0.317 0.579 0.033
C -3.3188 1.5087 4.1881 -0.852 -0.832 -0.375
C -2.6915 0.1076 4.2818 -0.685 -0.001 1.407
C -2.8840 2.1524 2.8779 0.491 0.455 0.023
C -3.1283 3.6426 2.8507 -1.108 0.019 -0.492
C -2.3921 4.2724 4.0073 0.146 0.740 -1.771
C -2.8764 3.7509 5.3284 0.089 0.619 0.670
C -1.8878 4.2611 6.3636 0.538 -0.347 1.227
C -4.2504 4.3144 5.6940 -0.114 -0.543 0.795
N -2.8156 2.2993 5.3057 1.134 -0.405 -0.078
O -3.1999 1.7322 6.5510 -0.427 0.221 -0.152
H -5.3563 2.2723 3.9663 -0.043 -0.040 -0.016
H -5.1676 0.6218 3.4223 0.025 -0.178 0.131
H -5.1940 1.0148 5.1823 -0.040 -0.188 -0.074
H -2.9727 -0.5572 3.4687 0.327 0.234 -0.399
H -1.6269 0.1751 4.5045 0.133 -0.080 -0.530
H -3.1375 -0.3682 5.1675 0.152 0.006 -0.104
H -1.7944 2.0410 2.7918 -0.067 -0.311 -0.174
H -3.3777 1.6924 2.0220 0.049 -0.341 0.090
H -2.8877 4.0311 1.8557 0.496 0.164 0.199
H -4.2062 3.8514 2.9118 0.062 -0.070 0.212
H -2.4932 5.3613 3.9402 -0.209 -0.032 0.404
H -1.3293 4.1056 3.8087 0.043 -0.276 0.544
H -1.8055 5.3489 6.3820 -0.063 -0.001 -0.279
H -0.8895 3.8298 6.2295 -0.076 0.128 -0.337
H -2.1634 3.9724 7.3871 -0.232 0.035 -0.212
H -4.2182 5.3925 5.8439 -0.074 0.084 -0.409
H -4.5115 3.9029 6.6754 -0.046 -0.036 -0.110
H -5.0297 3.9860 5.0154 -0.087 0.378 -0.192
H -2.3740 1.4807 6.9775 0.058 0.010 -0.151
C 3.6216 7.4841 2.6888 0.683 -0.333 -0.911
C 2.3973 6.6086 2.8882 -0.163 0.320 1.297
C 2.2105 6.4370 4.4272 -0.086 0.141 0.270
C 1.1922 7.3195 2.2824 0.135 0.447 -0.754
C 0.0109 6.4080 2.1001 -1.866 0.485 -0.036
C 0.3023 5.1393 1.3511 0.340 -0.461 0.041
C 1.5314 4.3998 1.8990 0.227 -0.139 -0.897
C 1.2573 3.5690 3.1174 -0.218 -0.556 1.264
C 1.9977 3.4243 0.8051 -0.541 -0.402 -0.343
N 2.5811 5.3681 2.1516 0.488 0.784 -1.494
O 3.8299 4.7434 2.3979 -0.279 -0.067 0.519
H 4.5115 6.9731 3.0584 -0.058 0.222 0.363
H 3.8191 7.6295 1.6170 -0.225 0.098 0.094
H 3.5108 8.4603 3.1519 -0.055 -0.006 0.158
H 2.3955 5.4146 4.7431 0.092 -0.016 0.048
H 2.8923 7.0853 4.9833 0.111 -0.106 -0.110
H 1.2182 6.7359 4.7812 -0.085 -0.249 -0.227
H 0.8594 8.2168 2.8134 0.350 -0.248 0.568
H 1.5326 7.7542 1.3306 -0.211 -0.458 -0.176
H -0.5211 6.2142 3.0406 0.610 -0.222 0.241
H -0.7902 6.9504 1.5712 0.303 0.015 -0.170
H 0.4421 5.3623 0.2883 0.271 0.049 0.066
H -0.5168 4.4124 1.3833 -0.155 0.232 0.121
H 2.2072 3.1354 3.4445 -0.072 -0.069 -0.004
H 0.5551 2.7438 2.9612 0.052 0.068 -0.252
H 0.8818 4.1366 3.9713 -0.107 0.130 -0.158
H 1.1224 2.9666 0.3227 -0.080 0.015 0.347
H 2.5559 2.6005 1.2503 0.334 0.140 -0.237
H 2.5167 3.8799 -0.0408 0.329 0.233 0.368
H 4.3715 5.0073 1.6466 -0.046 -0.067 -0.019
C -4.6741 -8.5729 0.6855 0.564 0.935 -0.761
C -4.3736 -7.2325 1.4303 -0.387 -0.539 -0.618
C -5.4399 -7.0423 2.5171 0.580 -0.402 0.222
C -2.9973 -7.3915 2.0605 0.490 -0.369 -0.063
C -1.8530 -7.1047 1.1024 0.188 1.444 -0.373
C -2.0113 -5.6802 0.5726 -0.986 0.923 1.173
C -3.3265 -5.4247 -0.1656 0.690 -0.477 -1.208
C -3.5764 -3.9153 -0.2351 -0.011 -0.643 0.035
C -3.1747 -5.9558 -1.6004 0.238 -0.682 -0.250
N -4.4042 -6.0791 0.5289 -0.062 0.304 1.225
O -5.6325 -5.9091 -0.1056 -0.216 -0.215 -0.197
H -4.9717 -9.3470 1.3839 -0.185 -0.133 -0.080
H -5.4031 -8.4082 -0.1131 -0.419 -0.276 0.430
H -3.7835 -8.8851 0.1298 0.065 -0.172 0.277
H -5.2528 -7.7928 3.2958 -0.210 -0.014 -0.112
H -5.3361 -6.0702 2.9954 -0.125 0.140 -0.168
H -6.4361 -7.1903 2.1122 -0.125 0.168 0.047
H -2.8883 -6.7738 2.9558 -0.038 0.091 -0.071
H -2.8982 -8.4395 2.3590 -0.191 0.096 0.330
H -0.9033 -7.0782 1.6395 0.044 -0.640 -0.060
H -1.8152 -7.7736 0.2420 0.117 -0.362 0.256
H -1.1775 -5.2673 0.0067 0.049 -0.329 -0.219
H -2.1143 -5.0041 1.4431 0.405 -0.282 0.043
H -2.6503 -3.4350 -0.5463 -0.094 0.249 0.021
H -3.8833 -3.5984 0.7617 0.025 0.295 -0.068
H -4.3667 -3.7210 -0.9571 -0.069 0.236 0.081
H -2.3561 -5.4611 -2.1282 -0.195 0.254 -0.007
H -4.0923 -5.8686 -2.1871 0.079 0.200 -0.002
H -2.8963 -7.0191 -1.6043 -0.137 0.071 0.121
H -5.6562 -6.5645 -0.8225 -0.121 0.143 0.002
C 5.9113 0.2989 2.5456 0.693 0.836 0.054
C 5.7202 -0.8481 1.5355 -0.288 0.089 0.940
C 4.3551 -0.6994 0.8513 0.786 -0.256 0.265
C 6.8255 -0.8561 0.4856 0.737 0.177 -0.104
C 8.1046 -1.4756 1.0408 -0.545 -0.870 -0.146
C 7.8076 -2.9120 1.4228 0.289 -0.524 0.095
C 6.7887 -3.0335 2.5594 0.726 0.621 0.047
C 6.2858 -4.4652 2.5848 -0.825 -0.342 0.042
C 7.4736 -2.6783 3.8857 -0.658 0.228 -0.048
N 5.6835 -2.1378 2.2348 -0.665 -0.951 -0.852
O 4.6987 -2.0984 3.2648 0.376 0.039 0.103
H 6.5651 0.0249 3.3757 -0.234 -0.228 0.055
H 6.4286 1.1651 2.1090 -0.239 -0.148 -0.256
H 4.9777 0.6905 2.9485 -0.052 -0.279 0.081
H 4.1647 -1.6356 0.3296 -0.057 0.160 -0.287
H 3.5850 -0.5968 1.6096 -0.133 0.383 -0.119
H 4.4478 0.1429 0.1643 -0.556 0.053 0.006
H 6.4837 -1.3795 -0.4134 0.146 -0.129 0.084
H 7.0781 0.1680 0.1922 -0.467 0.034 -0.030
H 8.9228 -1.5449 0.3248 -0.012 0.614 -0.111
H 8.4160 -0.9405 1.9382 0.259 0.199 -0.152
H 8.7475 -3.4007 1.7079 -0.189 -0.050 0.264
H 7.4549 -3.4970 0.5653 -0.098 0.318 -0.133
H 5.8156 -4.7154 1.6280 0.286 0.006 -0.061
H 5.4934 -4.6401 3.3242 0.286 0.153 0.183
H 7.0866 -5.1722 2.7991 0.063 0.028 -0.056
H 8.2406 -3.4111 4.1236 0.062 0.030 0.158
H 6.7092 -2.6295 4.6626 0.156 -0.208 0.153
H 7.8947 -1.6772 3.8247 0.292 -0.056 0.043
H 4.2130 -2.9213 3.1404 -0.149 0.129 -0.058
C -2.1998 -1.7525 -8.9075 0.242 0.218 -0.741
C -1.7880 -0.2688 -8.8482 -1.101 -0.248 0.334
C -1.3196 0.1862 -10.2128 0.383 -0.533 -0.858
C -3.0192 0.5734 -8.5168 -0.338 0.500 0.349
C -3.5028 0.4859 -7.0710 0.594 -0.247 0.243
C -2.3698 0.6139 -6.0515 -0.138 -0.052 0.418
C -1.0222 -0.0210 -6.4178 0.248 -0.158 0.446
C 0.0625 0.8340 -5.7279 -0.282 0.108 -0.401
C -0.9161 -1.4551 -5.8616 0.513 -0.099 -0.295
N -0.7805 0.0708 -7.8633 0.387 0.650 0.066
O 0.4222 -0.6146 -8.1931 0.152 -0.103 0.121
H -2.7983 -1.9020 -9.8125 -0.050 0.043 0.090
H -1.3133 -2.3755 -9.0402 -0.073 -0.112 0.367
H -2.8162 -2.0496 -8.0659 0.151 -0.159 0.153
H -2.1701 0.2223 -10.8987 -0.039 0.173 0.106
H -0.8278 1.1580 -10.1906 -0.122 0.079 0.134
H -0.6293 -0.5293 -10.6733 0.075 0.080 0.224
H -2.7664 1.6137 -8.7540 -0.083 -0.021 0.072
H -3.8553 0.2863 -9.1603 0.182 -0.002 -0.187
H -4.2134 1.2885 -6.8746 -0.243 -0.177 -0.050
H -3.9857 -0.4753 -6.8760 -0.222 0.087 -0.248
H -2.6692 0.1148 -5.1235 -0.129 0.111 -0.048
H -2.2182 1.6499 -5.7363 0.061 0.103 -0.463
H 1.0561 0.4494 -5.9451 0.087 -0.071 0.146
H -0.0993 0.8876 -4.6493 0.040 -0.181 0.002
H -0.0145 1.8504 -6.1228 0.108 -0.025 0.025
H -1.5287 -2.1744 -6.3996 -0.179 0.052 0.089
H -1.1479 -1.5009 -4.7963 -0.118 0.137 -0.043
H 0.1185 -1.7848 -5.9758 -0.041 -0.094 -0.011
H 1.0213 0.0956 -8.4495 -0.033 -0.081 -0.011
C -1.0525 0.3862 -0.9641 0.614 0.438 -1.003
C -0.1500 -0.6752 -0.3437 -1.020 0.639 0.010
C 0.6143 -0.0165 0.7928 0.552 -1.218 -0.119
O -0.9540 -1.7695 0.1166 0.509 -0.205 -0.228
H -0.4324 1.2684 -1.1877 -0.210 0.078 0.415
H -1.8793 0.6489 -0.3038 0.036 0.082 0.039
H -1.4370 0.1442 -1.9592 -0.250 -0.495 0.247
H 0.5123 -1.0601 -1.1205 0.043 -0.269 0.210
H -0.0864 0.5918 1.3638 0.275 0.149 0.250
H 1.4823 0.5348 0.4345 -0.292 0.436 -0.081
H 1.0584 -0.8172 1.3943 -0.266 0.160 0.306
H -1.4732 -1.4911 0.8792 0.047 0.141 -0.039
C -2.7101 3.7186 -1.5596 0.594 1.018 -0.562
C -4.0583 3.2730 -2.0799 -0.532 -0.644 0.978
C -4.0211 2.1560 -3.0720 0.418 -0.674 -0.470
O -4.7709 2.7193 -0.9516 -0.321 0.115 0.100
H -2.8420 4.6338 -0.9725 0.078 -0.137 0.135
H -1.9964 3.9819 -2.3509 -0.251 0.004 -0.117
H -2.1949 2.9807 -0.9504 -0.367 -0.271 0.099
H -4.6766 4.0874 -2.4622 0.359 0.304 -0.173
H -3.5947 1.2703 -2.5974 0.164 0.016 0.065
H -3.3978 2.3965 -3.9344 -0.084 0.071 -0.019
H -5.0081 1.8431 -3.4133 -0.077 0.312 0.008
H -5.0737 3.4496 -0.4022 0.027 -0.066 0.054
C 3.6626 -1.5734 -2.4343 0.055 0.701 0.822
C 4.4165 -2.7158 -3.0726 0.277 -0.117 0.203
C 5.1221 -2.3022 -4.3434 0.271 0.102 -0.269
O 5.4071 -3.1999 -2.1566 0.167 -0.045 -0.055
H 2.9963 -1.9057 -1.6304 -0.193 -0.134 -0.322
H 3.1299 -0.9161 -3.1159 -0.309 -0.302 -0.286
H 4.3518 -0.9051 -1.9050 0.246 -0.172 -0.303
H 3.7418 -3.5512 -3.2949 -0.119 0.144 -0.113
H 4.3848 -1.8516 -5.0084 0.064 -0.116 -0.183
H 5.6123 -3.1409 -4.8413 -0.251 -0.098 0.031
H 5.9184 -1.5671 -4.1877 -0.229 0.052 0.344
H 5.0000 -3.3253 -1.2929 -0.035 -0.025 -0.022
```
Forces are in eV/Å.

Computed properties:
Highest occupied orbital energy = -7.84 eV
SMILES string = CC1(C)CCCC(C)(C)N1O.CC1(C)CCCC(C)(C)N1O.CC1(C)CCCC(C)(C)N1O.CC1(C)CCCC(C)(C)N1O.CC1(C)CCCC(C)(C)N1O.CC(C)O.CC(C)O.CC(C)O
LUMO level = 0.38 eV
Frontier orbital gap = 8.21 eV
Relative energy (zero: lowest compared OMol25 entry of this formula, charge and spin) = 0.0 kcal per mole
Net charge = 0